(1)
This record from OMol25 describes a 3-piece molecular cluster, C23H52ClN4O9P2 overall. The level of theory is ωB97M-V/def2-TZVPD.

The geometry in XYZ format:
```
91
Properties=species:S:1:pos:R:3:mulliken_charge:R:1
C 4.882 -1.759 2.489 -0.99
C 3.690 -1.329 1.490 -0.55
N 2.521 -1.019 2.354 0.14
C 1.444 -1.993 2.213 -1.07
N 1.691 -3.286 2.127 0.23
C 0.636 -4.325 2.014 0.39
C 1.360 -5.698 1.650 -0.56
N 2.388 -6.126 2.306 -0.52
N 0.109 -1.456 2.241 0.49
C -0.647 -1.715 3.478 -0.56
C 0.333 -1.648 4.762 0.28
C -0.588 -1.131 5.980 -1.31
Cl 0.953 -3.283 5.277 -0.15
C -0.613 -1.505 0.960 -0.62
C -2.252 -1.784 1.216 0.10
C -2.654 -3.375 1.297 -0.69
O -2.970 -2.414 0.091 -0.21
H 4.930 -1.012 3.347 0.28
H 5.887 -1.777 1.991 0.38
H 4.580 -2.751 2.943 0.29
H 4.042 -0.455 0.862 0.36
H 3.553 -2.193 0.783 0.29
H 2.793 -0.924 3.336 0.23
H 2.655 -3.656 2.140 0.36
H 0.071 -4.502 2.970 0.28
H -0.100 -4.145 1.188 -0.26
H 1.007 -6.316 0.774 0.39
H 2.705 -7.013 1.893 0.28
H -1.418 -0.915 3.702 0.46
H -1.105 -2.755 3.544 0.22
H 1.128 -0.856 4.652 0.26
H -1.143 -0.199 5.690 0.41
H -1.271 -1.976 6.294 0.35
H 0.082 -0.848 6.851 0.37
H -0.306 -2.297 0.223 0.41
H -0.635 -0.523 0.410 0.31
H -2.825 -1.052 1.918 0.35
H -2.117 -4.104 0.639 0.29
H -3.636 -3.638 1.791 0.33
O 3.801 4.196 -0.857 -0.73
P 4.871 4.505 0.189 1.12
O 3.933 4.358 1.546 -0.36
C 3.600 3.058 2.003 -0.40
C 4.782 2.379 2.674 -0.86
O 4.816 6.159 0.045 -0.36
C 4.421 6.764 -1.185 -0.35
C 2.953 7.145 -1.154 -1.21
O 6.229 4.724 1.201 -0.26
C 7.522 4.677 0.572 -0.35
C 7.803 5.901 -0.281 -0.96
H 3.221 2.453 1.171 0.26
H 2.788 3.172 2.723 0.36
H 5.570 2.166 1.947 0.24
H 4.475 1.435 3.133 0.22
H 5.214 3.022 3.443 0.36
H 4.645 6.109 -2.031 0.39
H 5.026 7.665 -1.317 0.40
H 2.322 6.318 -0.825 0.29
H 2.616 7.468 -2.142 0.36
H 2.788 7.963 -0.448 0.30
H 7.606 3.762 -0.022 0.31
H 8.260 4.620 1.375 0.34
H 7.207 5.883 -1.197 0.22
H 8.855 5.935 -0.574 0.42
H 7.554 6.818 0.254 0.25
O -4.917 0.192 -3.776 -0.73
P -5.981 -0.903 -3.847 1.13
O -5.022 -2.199 -3.477 -0.41
C -4.644 -2.401 -2.121 -0.19
C -5.799 -2.941 -1.295 -0.88
O -5.978 -1.074 -5.500 -0.36
C -5.618 0.023 -6.338 -0.35
C -4.162 -0.068 -6.754 -1.21
O -7.333 -1.947 -3.829 -0.26
C -8.630 -1.329 -3.859 -0.36
C -8.959 -0.722 -5.213 -0.95
H -4.260 -1.469 -1.697 0.27
H -3.826 -3.122 -2.120 0.26
H -6.591 -2.193 -1.200 0.22
H -5.463 -3.211 -0.292 0.29
H -6.236 -3.820 -1.771 0.27
H -5.833 0.975 -5.847 0.39
H -6.252 -0.021 -7.228 0.40
H -3.502 -0.232 -5.900 0.29
H -3.848 0.844 -7.267 0.36
H -4.013 -0.914 -7.429 0.30
H -8.694 -0.574 -3.071 0.31
H -9.357 -2.112 -3.630 0.34
H -8.373 0.184 -5.386 0.22
H -10.014 -0.448 -5.267 0.42
H -8.731 -1.419 -6.021 0.24
```

The HOMO-LUMO gap comes out at 7.23 eV. The net charge is +1. The value obtained for the largest force on an atom is 8.94 eV/A. Its spin multiplicity is 1. The total energy is -80169.65904 eV. The calculation puts the LUMO energy at -4.16 eV.

---

(2)
This record from OMol25 describes CH4NP3 in the gas phase. The level of theory is ωB97M-V/def2-TZVPD.

The geometry in XYZ format:
```
9
Properties=species:S:1:pos:R:3:mulliken_charge:R:1
N 0.561 0.555 2.866 -0.36
C 0.615 0.444 1.728 0.22
P 0.765 -0.049 -0.117 0.06
P -0.362 1.656 -0.909 -0.15
P -0.966 -1.302 0.331 -0.17
H 0.839 2.251 -1.572 0.10
H -0.564 0.840 -2.123 0.09
H -0.798 -2.064 -0.928 0.09
H -0.089 -2.330 0.724 0.11
```

The HOMO-LUMO gap comes out at 9.99 eV. The net charge is 0. The value obtained for the largest force on an atom is 2.56 eV/A. Its SMILES is N#CP(P)#[PH2]. Its spin multiplicity is 1. For the energy relative to the best compared isomer or geometry (same formula, charge and spin), the calculation gives 6.75 kcal/mol. The total energy is -30456.50281 eV. The calculation puts the LUMO energy at 0.46 eV.

---

(3)
This record from OMol25 describes C4H12O2Si in the gas phase. The level of theory is ωB97M-V/def2-TZVPD.

The geometry in XYZ format:
```
19
Properties=species:S:1:pos:R:3:mulliken_charge:R:1
C 1.448 1.197 -1.666 -1.14
C -0.016 1.057 -1.443 -0.34
Si -0.675 -0.274 -0.314 0.26
O 0.038 -1.620 -0.903 -0.54
O -2.377 -0.370 -0.207 -0.56
C -0.103 0.049 1.352 -0.27
C -0.464 -1.005 2.420 -1.28
H 1.765 2.123 -2.119 0.35
H 1.965 1.199 -0.659 0.24
H 1.873 0.298 -2.112 0.29
H -0.428 1.984 -1.224 0.49
H -0.410 0.703 -2.402 0.17
H 1.073 -1.465 -0.942 0.35
H -2.792 -1.021 -0.836 0.30
H -0.610 1.008 1.645 0.30
H 0.933 0.229 1.267 0.37
H 0.070 -0.729 3.395 0.32
H 0.163 -1.855 2.241 0.38
H -1.453 -1.509 2.508 0.30
```

The HOMO-LUMO gap comes out at 10.23 eV. The net charge is 0. The value obtained for the largest force on an atom is 3.36 eV/A. Its SMILES is CC[Si](O)(O)CC. Its spin multiplicity is 1. For the energy relative to the best compared isomer or geometry (same formula, charge and spin), the calculation gives 2.29 kcal/mol. The total energy is -16317.28970 eV. The calculation puts the LUMO energy at 0.62 eV.

---

(4)
This record from OMol25 describes a 2-piece molecular cluster, CH6N2O2 overall. The level of theory is ωB97M-V/def2-TZVPD.

The geometry in XYZ format:
```
11
Properties=species:S:1:pos:R:3:mulliken_charge:R:1
N -0.001 -1.805 0.573 -0.45
C 0.221 -0.454 0.560 0.62
N -0.843 0.328 0.909 -0.44
O 1.311 0.000 0.229 -0.70
H -0.957 -2.109 0.400 0.23
H 0.797 -2.381 0.335 0.24
H -1.333 0.111 1.768 0.24
H -0.739 1.319 0.747 0.24
O 0.117 1.619 -1.855 -0.65
H 0.754 1.073 -1.378 0.35
H 0.672 2.299 -2.289 0.32
```

The HOMO-LUMO gap comes out at 10.84 eV. The net charge is 0. The value obtained for the largest force on an atom is 1.13 eV/A. Its SMILES is NC(N)=O.O. Its spin multiplicity is 1. For the energy relative to the best compared isomer or geometry (same formula, charge and spin), the calculation gives 7.60 kcal/mol. The total energy is -8210.54576 eV. The calculation puts the LUMO energy at 0.82 eV.

---

(5)
This record from OMol25 describes C19H12MoN3O5 as an isolated structure. The level of theory is ωB97M-V/def2-TZVPD.

The geometry in XYZ format:
```
40
Properties=species:S:1:pos:R:3:mulliken_charge:R:1
Mo 0.012 -0.005 0.237 1.27
O -4.199 0.066 4.617 -0.40
C -3.303 -0.016 3.705 0.77
C -2.769 -1.244 3.196 -0.34
C -1.813 -1.183 2.212 0.37
N -1.394 -0.010 1.700 -0.53
C -1.838 1.167 2.191 0.63
C -2.783 1.218 3.182 -0.46
C -1.105 2.308 1.485 -0.09
O -1.187 3.464 1.662 -0.33
O -0.265 1.684 0.571 -0.37
C -1.023 -2.312 1.556 0.00
O -1.060 -3.466 1.765 -0.35
O -0.193 -1.691 0.641 -0.28
H -4.550 -0.754 5.019 0.39
H -3.102 -2.200 3.579 0.50
H -3.153 2.149 3.600 0.59
C -1.281 -0.271 -4.405 -0.32
C -1.440 -1.392 -3.591 -0.81
C -1.203 -1.296 -2.233 -0.10
C -0.758 -0.083 -1.672 1.41
C -0.626 1.051 -2.501 -0.16
C -0.853 0.940 -3.861 -0.84
H -1.523 -0.335 -5.459 0.46
H -1.770 -2.330 -4.013 0.47
H -1.353 -2.178 -1.610 0.41
H -0.344 2.026 -2.098 0.48
H -0.727 1.807 -4.494 0.47
N 5.445 3.328 -0.148 -0.24
C 4.882 2.338 -0.226 -0.34
C 4.168 1.106 -0.326 0.11
C 4.816 -0.105 -0.613 -0.08
C 4.043 -1.255 -0.732 -0.81
C 2.680 -1.192 -0.498 -0.32
N 2.055 -0.031 -0.180 -0.19
C 2.790 1.099 -0.117 -0.08
H 5.894 -0.139 -0.722 0.56
H 4.496 -2.207 -0.982 0.46
H 2.063 -2.094 -0.551 0.53
H 2.271 2.035 0.110 0.60
```

The HOMO-LUMO gap comes out at 5.85 eV. The net charge is +3. The value obtained for the largest force on an atom is 5.24 eV/A. Its spin multiplicity is 1. The total energy is -36430.01151 eV. The calculation puts the LUMO energy at -13.47 eV.

---

(6)
This record from OMol25 describes C9H10N2O3 in the gas phase. The level of theory is ωB97M-V/def2-TZVPD.

The geometry in XYZ format:
```
24
Properties=species:S:1:pos:R:3:mulliken_charge:R:1
O -2.063 2.170 -0.344 -0.55
C -2.427 1.055 -0.289 0.44
O -3.267 0.575 -1.207 -0.45
C -2.146 0.049 0.741 -0.36
C -0.764 0.117 1.250 -0.77
C 0.247 -0.597 0.361 0.54
C 0.205 -1.924 0.062 -0.15
C 1.199 -2.641 -0.611 -1.05
C 2.403 -1.904 -0.849 -0.38
C 2.502 -0.554 -0.532 -0.46
C 1.426 0.128 0.058 0.17
N 1.329 1.492 0.001 0.03
N 1.992 2.421 0.491 -0.26
O 1.501 3.573 0.074 -0.28
H -3.531 1.255 -1.739 0.33
H -2.324 -0.865 0.280 0.32
H -2.959 0.333 1.363 0.33
H -0.629 -0.588 2.128 0.33
H -0.533 1.151 1.475 0.42
H -0.719 -2.496 0.438 0.20
H 1.206 -3.642 -0.802 0.48
H 3.216 -2.473 -1.238 0.40
H 3.460 -0.062 -0.661 0.36
H 0.675 3.427 -0.452 0.36
```

The HOMO-LUMO gap comes out at 9.04 eV. The net charge is 0. The value obtained for the largest force on an atom is 5.06 eV/A. Its SMILES is O=C(O)CCc1ccccc1/N=N/O. Its spin multiplicity is 1. For the energy relative to the best compared isomer or geometry (same formula, charge and spin), the calculation gives 83.49 kcal/mol. The total energy is -18614.93619 eV. The calculation puts the LUMO energy at 0.48 eV.

---

(7)
This record from OMol25 describes a 2-piece molecular cluster, C11H15N overall. The level of theory is ωB97M-V/def2-TZVPD.

The geometry in XYZ format:
```
27
Properties=species:S:1:pos:R:3:mulliken_charge:R:1
C 0.783 -0.141 3.067 -1.38
C 1.351 0.136 1.726 0.64
C 2.628 -0.158 1.374 -0.77
N 2.923 0.501 0.148 -0.02
C 1.792 1.132 -0.264 0.17
C 1.592 1.827 -1.492 -0.85
C 0.258 1.924 -1.816 -0.36
C -0.786 1.659 -0.904 -0.55
C -0.572 1.176 0.366 -0.66
C 0.792 0.953 0.691 0.66
H -0.289 -0.365 3.085 0.32
H 1.039 0.719 3.680 0.30
H 1.318 -0.966 3.565 0.37
H 3.422 -0.740 1.806 0.41
H 3.745 0.437 -0.423 0.19
H 2.430 1.949 -2.166 0.34
H -0.102 2.266 -2.783 0.34
H -1.830 1.849 -1.151 0.38
H -1.274 0.958 1.160 0.46
C -2.859 -1.730 -0.587 -0.52
C -2.011 -2.061 -1.822 -0.83
H -3.603 -0.957 -0.770 0.24
H -3.221 -2.693 -0.222 0.33
H -2.222 -1.287 0.182 0.00
H -1.002 -2.262 -1.443 0.22
H -1.898 -1.257 -2.573 0.24
H -2.404 -2.868 -2.432 0.34
```

The HOMO-LUMO gap comes out at 8.85 eV. The net charge is 0. The value obtained for the largest force on an atom is 2.13 eV/A. Its SMILES is Cc1c[nH]c2ccccc12.CC. Its spin multiplicity is 1. For the energy relative to the best compared isomer or geometry (same formula, charge and spin), the calculation gives 20.48 kcal/mol. The total energy is -13139.90328 eV. The calculation puts the LUMO energy at 0.95 eV.

---

(8)
This record from OMol25 describes a 6-piece molecular cluster, C26H55BrN2O16PS6 overall. The level of theory is ωB97M-V/def2-TZVPD.

The geometry in XYZ format:
```
107
Properties=species:S:1:pos:R:3:mulliken_charge:R:1
C 7.411 6.132 -2.212 0.59
C 7.045 5.347 -3.063 -0.95
P 6.534 3.991 -4.225 0.66
Br 6.315 4.949 -6.224 -0.10
C 7.986 2.809 -4.292 -0.63
C 7.639 1.339 -4.719 -0.07
C 8.321 0.327 -4.049 -0.84
C 4.965 3.287 -3.525 -0.85
C 4.382 2.021 -4.305 0.24
C 2.843 2.292 -4.699 -0.74
C 1.940 0.984 -4.428 -0.56
S 2.697 -0.515 -5.200 -0.16
C 3.658 -1.428 -3.965 0.38
N 3.136 -2.365 -3.125 -0.54
N 4.098 -2.909 -2.321 0.04
C 5.241 -2.248 -2.741 -0.08
O 5.043 -1.318 -3.726 -0.16
H 7.992 6.872 -1.604 0.39
H 8.500 2.839 -3.285 0.46
H 8.710 3.212 -5.072 0.43
H 6.932 1.037 -5.534 0.34
H 8.450 0.337 -2.927 0.25
H 8.832 -0.519 -4.597 0.25
H 5.024 3.051 -2.418 0.44
H 4.184 4.112 -3.607 0.38
H 4.342 1.170 -3.560 -0.04
H 4.922 1.759 -5.253 0.24
H 2.373 3.106 -4.071 0.38
H 2.745 2.498 -5.806 0.22
H 1.735 0.856 -3.326 0.42
H 0.971 1.177 -4.974 0.21
H 6.214 -2.532 -2.256 0.46
O -0.588 2.675 -3.225 -0.57
S -1.869 3.213 -3.596 1.22
O -2.061 4.621 -3.789 -0.63
O -2.977 2.678 -2.567 -0.31
C -2.787 2.931 -1.164 -0.21
C -3.029 4.390 -0.825 -0.89
C -2.454 2.377 -5.036 -1.03
H -1.791 2.611 -0.848 0.24
H -3.508 2.316 -0.628 0.21
H -2.291 5.037 -1.302 0.40
H -2.965 4.553 0.252 0.35
H -4.013 4.709 -1.176 0.18
H -2.347 1.303 -4.895 0.32
H -1.844 2.708 -5.876 0.38
H -3.494 2.648 -5.204 0.37
O 4.929 -5.784 2.079 -0.52
S 5.801 -6.741 1.455 1.11
O 7.225 -6.575 1.466 -0.62
O 5.321 -6.975 -0.062 -0.29
C 5.232 -5.836 -0.929 -0.28
C 6.607 -5.336 -1.332 -0.96
C 5.430 -8.351 2.075 -1.00
H 4.642 -5.044 -0.462 0.26
H 4.692 -6.156 -1.822 0.30
H 7.160 -4.959 -0.470 0.32
H 6.526 -4.526 -2.056 0.24
H 7.199 -6.145 -1.765 0.29
H 4.354 -8.509 2.044 0.32
H 5.786 -8.393 3.105 0.38
H 5.953 -9.091 1.472 0.34
O -4.338 2.586 1.504 -0.64
S -5.130 3.421 2.364 1.14
O -4.531 4.413 3.209 -0.63
O -6.086 2.492 3.260 -0.08
C -5.481 1.478 4.080 -0.14
C -4.773 2.081 5.279 -1.12
C -6.385 4.207 1.405 -0.96
H -4.800 0.861 3.488 0.30
H -6.285 0.828 4.429 0.13
H -3.928 2.698 4.972 0.32
H -4.392 1.299 5.937 0.41
H -5.453 2.723 5.843 0.29
H -6.877 3.464 0.779 0.30
H -5.899 4.959 0.783 0.33
H -7.096 4.686 2.076 0.36
O -8.554 -0.521 4.433 -0.66
S -9.780 0.173 4.147 1.21
O -10.402 1.032 5.111 -0.62
O -10.870 -0.887 3.623 -0.26
C -11.193 -2.004 4.463 -0.32
C -12.028 -1.586 5.659 -0.99
C -9.586 1.084 2.648 -0.91
H -10.282 -2.520 4.778 0.30
H -11.766 -2.703 3.853 0.27
H -11.468 -0.925 6.323 0.31
H -12.336 -2.457 6.240 0.39
H -12.917 -1.040 5.335 0.26
H -9.145 0.439 1.890 0.31
H -8.922 1.922 2.860 0.28
H -10.560 1.453 2.330 0.41
O 1.991 -3.132 1.257 -0.60
S 1.618 -3.374 2.623 1.18
O 0.292 -3.799 2.972 -0.62
O 1.989 -2.076 3.504 -0.27
C 1.437 -0.812 3.118 -0.34
C -0.045 -0.726 3.434 -1.00
C 2.769 -4.496 3.348 -0.94
H 1.627 -0.620 2.059 0.30
H 1.969 -0.047 3.686 0.28
H -0.619 -1.442 2.844 0.32
H -0.431 0.271 3.212 0.38
H -0.228 -0.954 4.486 0.27
H 3.779 -4.169 3.122 0.32
H 2.587 -5.477 2.913 0.32
H 2.599 -4.530 4.423 0.42
```

The HOMO-LUMO gap comes out at 7.58 eV. The net charge is +1. The value obtained for the largest force on an atom is 5.39 eV/A. Its spin multiplicity is 1. The total energy is -207922.22587 eV. The calculation puts the LUMO energy at -4.23 eV.